# C47H58N10O4S2Si2

C47H58N10O4S2Si2 as an isolated structure at a distorted geometry (wB97M-V/def2-TZVPD, the OMol25 dataset).

The charge is 0. The value obtained for the LUMO energy is -0.6 eV.

Last column: Löwdin charge in e.
Geometry (Å):
C1 2.34919 -2.56563 5.38040  -0.038
C2 2.93851 -3.39902 4.33622  -0.204
C3 4.24186 -2.83167 3.61685  -0.281
Si1 3.82919 -1.85929 1.98829  0.494
N1 5.08207 -2.33928 0.80372  -0.020
C4 6.25115 -2.39920 1.34258  -0.756
S1 7.62538 -2.92461 2.10893  0.682
O1 3.83721 -0.18425 2.41904  -0.314
Si2 3.20423 0.84729 1.17816  0.495
C5 3.20412 2.63271 1.93252  -0.172
C6 4.68154 3.13012 2.31418  -0.377
C7 4.90860 3.80430 3.76946  -0.059
N2 5.73061 3.04536 1.53318  0.102
C8 1.41501 0.41078 0.62208  -0.143
C9 0.28367 1.20449 1.41342  -0.394
O2 0.14696 2.43212 1.13161  0.015
N3 -0.64000 0.64012 2.39530  -0.197
C10 -0.14950 -0.63408 2.99545  -0.094
C11 -2.03978 0.54262 1.88637  -0.081
S2 4.39595 0.96360 -0.63617  0.609
C12 6.16142 0.44585 -0.45775  -0.195
O3 4.42778 2.40960 -1.12829  -0.413
O4 3.70362 0.12644 -1.72042  -0.450
H1 1.39794 -1.97424 5.12533  0.037
H2 2.79454 -2.44397 6.41882  0.060
H3 2.50826 -4.40478 4.02450  0.100
H4 4.95705 -3.70130 3.42098  0.058
H5 4.77040 -2.14878 4.38731  0.104
H6 2.50455 -2.31896 1.51483  0.023
H7 2.64702 2.52410 2.93037  0.094
H8 2.67715 3.30763 1.18355  0.103
H9 3.91683 3.91810 4.32965  0.074
H10 5.61696 3.17951 4.42771  0.089
H11 5.40128 4.82494 3.65209  0.060
H12 6.54778 3.44152 2.03445  0.064
H13 1.22625 -0.72607 0.56643  0.060
H14 1.34390 0.76673 -0.47553  0.115
H15 0.18514 -1.42575 2.24734  0.085
H16 0.61585 -0.38059 3.80001  0.083
H17 -1.05071 -1.09152 3.55443  0.110
H18 -2.23548 -0.36029 1.21670  0.088
H19 -2.73676 0.52402 2.80461  0.080
H20 -2.26540 1.54522 1.36692  0.107
H21 6.77533 1.12552 -1.13392  0.085
H22 6.54937 0.45475 0.62096  0.068
H23 6.23551 -0.60831 -0.91948  0.067
N4 -4.37325 -1.57292 2.03940  0.043
C13 -4.86608 -2.12836 0.92080  -0.144
C14 -6.21917 -2.23900 0.64522  -0.066
C15 -7.12075 -1.75181 1.57973  -0.072
C16 -6.63935 -1.17425 2.74608  -0.074
C17 -5.26722 -1.10784 2.92614  -0.159
H24 -4.12214 -2.49772 0.22204  0.104
H25 -6.56017 -2.69511 -0.27651  0.078
H26 -8.18811 -1.82118 1.40096  0.109
H27 -7.31437 -0.78404 3.49751  0.101
H28 -4.84232 -0.66183 3.82034  0.097
N5 6.10542 7.80871 3.58135  0.050
C18 6.38530 8.82980 4.40619  -0.155
C19 5.46905 9.80556 4.76394  -0.078
C20 4.18796 9.72729 4.23743  -0.082
C21 3.87219 8.68299 3.38061  -0.073
C22 4.85875 7.75552 3.08742  -0.161
H29 7.40036 8.84948 4.78922  0.101
H30 5.74990 10.60628 5.43653  0.101
H31 3.44275 10.47273 4.49254  0.105
H32 2.88259 8.59104 2.95094  0.103
H33 4.65980 6.91864 2.42524  0.097
N6 -7.93290 -3.39439 -2.53610  0.043
C23 -7.15504 -2.51104 -3.18288  -0.164
C24 -6.75218 -2.65725 -4.50033  -0.070
C25 -7.17177 -3.78292 -5.19375  -0.079
C26 -7.97495 -4.71325 -4.54918  -0.072
C27 -8.32645 -4.47371 -3.23049  -0.157
H34 -6.84970 -1.64901 -2.59788  0.096
H35 -6.12582 -1.91046 -4.97229  0.102
H36 -6.87574 -3.93360 -6.22696  0.069
H37 -8.32034 -5.60359 -5.05968  0.101
H38 -8.95559 -5.16984 -2.68485  0.100
N7 0.46698 -4.88722 -2.19493  0.047
C28 -0.03555 -3.73620 -2.67269  -0.154
C29 0.56629 -2.49941 -2.49800  -0.066
C30 1.75492 -2.44381 -1.78602  -0.082
C31 2.29451 -3.61720 -1.28011  -0.087
C32 1.61904 -4.80473 -1.51062  -0.160
H39 -0.96799 -3.83127 -3.22004  0.097
H40 0.11788 -1.60255 -2.90784  0.073
H41 2.25833 -1.49239 -1.62613  0.062
H42 3.22129 -3.60792 -0.71926  0.073
H43 2.00393 -5.74862 -1.13716  0.098
N8 -5.35840 -4.10716 -7.97443  0.044
C33 -4.19087 -4.70998 -7.69887  -0.143
C34 -3.30584 -5.15616 -8.66674  -0.071
C35 -3.64477 -4.97438 -9.99946  -0.079
C36 -4.84641 -4.35591 -10.31295  -0.074
C37 -5.66112 -3.94219 -9.27182  -0.146
H44 -3.97197 -4.83225 -6.64292  0.106
H45 -2.37575 -5.63389 -8.38575  0.104
H46 -2.97888 -5.31115 -10.78635  0.106
H47 -5.14299 -4.19826 -11.34227  0.102
H48 -6.60901 -3.45049 -9.46615  0.105
N9 -0.57014 3.01418 7.65944  0.051
C38 -0.28832 2.36951 6.51637  -0.153
C39 -1.19668 2.19479 5.48453  -0.067
C40 -2.47417 2.71215 5.64111  -0.079
C41 -2.79316 3.38165 6.81371  -0.079
C42 -1.81219 3.50626 7.78445  -0.158
H49 0.72227 1.98036 6.44267  0.099
H50 -0.91285 1.66735 4.58162  0.074
H51 -3.21416 2.59507 4.85667  0.102
H52 -3.78063 3.79775 6.96994  0.100
H53 -2.01208 4.02432 8.71697  0.100
N10 0.31707 0.15383 -4.55462  0.049
C43 -0.30557 0.15237 -5.74410  -0.152
C44 0.17058 0.81318 -6.86447  -0.081
C45 1.35830 1.52202 -6.75308  -0.082
C46 2.02198 1.54201 -5.53514  -0.063
C47 1.46554 0.84589 -4.47437  -0.130
H54 -1.23149 -0.41277 -5.78047  0.101
H55 -0.37310 0.77522 -7.80019  0.099
H56 1.76284 2.05350 -7.60757  0.104
H57 2.95050 2.08508 -5.41225  0.106
H58 1.94966 0.82869 -3.50267  0.089